(1)
One molecule with the formula C2H7N3S in a non-equilibrium geometry. Source: OMol25; level of theory: ωB97M-V/def2-TZVPD.

Computed properties:
Highest occupied orbital energy (eV): -8.82
Molecular weight (g/mol): 105.17
Energy relative to the best compared isomer or geometry (same formula, charge and spin) (kJ/mol): 172.5
SMILES: [H]/N=C(\NC)NS

Structure (XYZ):
```
13
Properties=species:S:1:pos:R:3:nbo_charge:R:1
H 1.58374 -0.47411 -1.11018 0.227
H 0.78689 0.73758 -2.47323 0.207
C 0.11354 0.33433 0.79426 0.543
N 0.10490 0.82838 -0.39175 -0.619
H 0.22706 2.01210 1.67689 0.332
H -0.18830 -0.82392 -1.88082 0.222
N 0.09149 1.04145 1.88631 -0.785
H -0.07415 1.82365 -0.56384 0.402
H 0.22257 -1.27301 1.89157 0.418
C 0.59846 -0.02963 -1.53740 -0.444
S -1.31325 -1.87350 0.11587 0.124
H -2.33605 -1.24258 0.83245 0.121
N 0.18310 -1.06074 0.75987 -0.749
```

***

(2)
C2H7N3S as an isolated structure in a non-equilibrium geometry. Source: OMol25; level of theory: ωB97M-V/def2-TZVPD.

Computed properties:
Highest occupied orbital energy (eV): -8.88
Molecular weight (g/mol): 105.17
Energy relative to the best compared isomer or geometry (same formula, charge and spin) (kJ/mol): 599.8

Structure (XYZ):
```
13
Properties=species:S:1:pos:R:3:nbo_charge:R:1
H -1.85337 -1.79085 -0.58676 0.200
H -1.55841 0.40257 -0.68271 0.309
H -2.39871 -0.69449 0.83985 0.185
C -1.50809 -0.83436 -0.05135 -0.549
H -0.15315 2.38195 -0.48596 0.360
N -0.03972 -0.74116 0.32715 -0.652
H 0.07782 -1.36724 1.37601 0.450
N -0.55816 1.48636 -0.06473 -0.770
H 1.69130 1.63418 -0.13542 0.380
S 2.70507 -0.30839 -0.02997 0.145
H 1.73717 -1.47758 -1.21819 0.118
N 1.57141 0.77810 0.54445 -0.734
C 0.28684 0.53092 0.16763 0.557
```

***

(3)
C2H7N4 as an isolated structure in a non-equilibrium geometry. Source: OMol25; level of theory: ωB97M-V/def2-TZVPD.

Computed properties:
Highest occupied orbital energy (eV): -15.16
Molecular weight (g/mol): 87.11
Energy relative to the best compared isomer or geometry (same formula, charge and spin) (kJ/mol): 566.1
Total charge: +1

Structure (XYZ):
```
13
Properties=species:S:1:pos:R:3:nbo_charge:R:1
H -0.38353 -2.25339 1.49361 0.271
C -0.82698 -1.34850 1.14984 -0.513
C 1.34397 0.99297 -0.53374 -0.127
H 1.86645 1.64151 0.14143 0.270
N -0.83780 0.40556 -0.94477 -0.258
H -1.42982 -0.84506 2.07277 0.301
H -0.78422 -0.29137 -1.65473 0.359
N 1.08446 -0.12975 0.34660 0.066
N 0.05654 1.35758 -1.07568 -0.391
H -0.46770 2.15846 -0.75681 0.407
H 2.01232 0.67538 -1.23424 0.242
N -0.05271 -0.45454 0.40996 0.096
H -1.58097 -1.90886 0.58577 0.277
```